The following is a quantum chemistry calculation of a structure of composition C22H34N7O3SZr, from the Open Molecules 2025 dataset.

Last column: Mulliken charge in e.
CARTESIAN COORDINATES (ANGSTROEM)
Zr 0.914 -0.411 -0.282  0.476
C 2.136 1.079 -2.983  -0.665
C 1.050 0.165 -3.485  -0.966
N 0.008 0.051 -2.431  -0.057
C -0.947 1.186 -2.412  -1.760
C -0.652 2.152 -1.298  0.551
C -1.349 3.336 -1.155  -0.814
C -1.048 4.161 -0.079  -0.718
C -0.047 3.795 0.808  -1.086
C 0.625 2.605 0.596  0.566
C 1.781 2.194 1.469  -1.549
N 2.384 0.889 1.067  -0.329
C 3.718 1.036 0.424  -1.015
C 3.511 1.497 -0.995  -0.711
N 2.633 0.524 -1.700  -0.234
N 0.302 1.788 -0.420  2.101
H 1.751 2.080 -2.784  0.327
H 2.947 1.178 -3.707  0.559
H 1.439 -0.839 -3.665  0.413
H 0.616 0.519 -4.422  0.531
H -0.517 -0.796 -2.626  0.413
H -1.957 0.794 -2.279  0.402
H -0.935 1.709 -3.371  0.653
H -2.110 3.610 -1.873  0.624
H -1.581 5.093 0.057  0.518
H 0.226 4.434 1.636  0.628
H 1.451 2.126 2.505  0.548
H 2.547 2.972 1.422  0.535
H 2.500 0.349 1.919  0.321
H 4.208 0.063 0.452  0.385
H 4.335 1.742 0.983  0.617
H 4.460 1.609 -1.522  0.571
H 3.009 2.466 -1.024  0.341
H 3.217 -0.281 -1.927  0.472
N 1.543 -2.946 2.478  -0.406
N 1.329 -2.256 3.673  -0.363
C 0.540 -1.183 3.726  0.825
N 0.246 -0.688 4.922  -0.398
S -0.184 -0.423 2.363  -0.406
H 1.117 -3.865 2.549  0.283
H 2.540 -3.058 2.333  0.276
H 1.655 -2.668 4.540  0.221
H 0.528 -1.139 5.782  0.212
H -0.344 0.124 4.993  0.220
C -2.260 -2.869 -0.269  -1.665
C -2.289 -1.387 -0.125  0.433
O -1.202 -0.752 -0.231  -0.071
C -3.514 -0.664 0.122  0.934
C -4.752 -1.316 0.018  -0.547
C -5.924 -0.616 0.236  -0.946
C -5.865 0.730 0.576  -0.462
C -4.640 1.384 0.703  -1.033
C -3.469 0.696 0.474  0.351
H -1.240 -3.221 -0.385  0.158
H -2.840 -3.169 -1.146  0.441
H -2.733 -3.339 0.594  0.469
H -4.804 -2.364 -0.245  0.436
H -6.880 -1.112 0.146  0.447
H -6.782 1.276 0.753  0.448
H -4.619 2.426 0.993  0.459
H -2.514 1.189 0.600  0.410
C 2.678 -3.980 -1.124  -1.308
C 2.066 -2.661 -0.848  0.830
O 0.959 -2.297 -1.379  -0.496
O 2.601 -1.796 -0.073  -0.519
H 1.953 -4.765 -0.902  0.360
H 3.589 -4.114 -0.550  0.370
H 2.888 -4.052 -2.193  0.390

Calculated values
Orbital gap (eV): 8.3485
Spin multiplicity: 1
Relative energy (zero: lowest compared OMol25 entry of this formula, charge and spin) (kcal/mol): 0.0
Net charge: +3
Highest occupied orbital energy (eV): -17.12